1.
Formula: C16H9Br2CaNO2
Source: OMol25
Level of theory: the ωB97M-V functional and the def2-TZVPD basis

* gap between HOMO and LUMO: 7.52 eV
* spin multiplicity: 1
* net charge: 0
* LUMO: -0.3 eV
* HOMO energy: -7.848 eV
* F_max: 3.0 eV/Å
* E: -6646.04979 Ha

```
31
C16H9Br2CaNO2 the ωB97M-V functional and the def2-TZVPD basis
Br 1.261 1.673 -3.728
Br 3.328 -0.596 1.460
Ca 1.652 1.043 -0.152
O -0.752 3.496 1.914
O 1.020 2.243 1.310
N 0.419 2.558 -1.281
C -1.575 4.249 -2.137
C 2.002 -2.023 1.512
C -0.087 -3.070 0.966
C -0.004 2.978 1.105
C 0.166 2.715 -2.567
C -0.812 3.548 -3.066
C -1.338 4.082 -0.783
C 2.356 -3.074 2.307
C -1.708 -2.008 -0.469
C -1.339 -3.066 0.309
C 0.289 -4.162 1.782
C -0.323 3.224 -0.388
C 1.484 -4.168 2.440
C -0.830 -0.916 -0.637
C 0.781 -1.945 0.792
C 0.412 -0.843 -0.040
H -1.998 -3.917 0.438
H -2.353 4.918 -2.482
H 1.774 -5.001 3.067
H -0.972 3.642 -4.129
H 3.299 -3.063 2.836
H -0.394 -4.998 1.883
H -1.914 4.590 -0.024
H -1.172 -0.103 -1.278
H -2.674 -2.006 -0.960
```



2.
Formula: C16H9Br4N4O4PdS
Source: OMol25
Level of theory: the ωB97M-V functional and the def2-TZVPD basis

* gap between HOMO and LUMO (alpha / beta): 4.93 / 4.93 eV
* spin multiplicity: 1
* net charge: -1
* LUMO (alpha / beta): 1.1 / 1.1 eV
* HOMO energy (alpha / beta): -3.783 / -3.783 eV
* F_max: 3.8 eV/Å
* E: -11957.28632 Ha

```
39
C16H9Br4N4O4PdS the ωB97M-V functional and the def2-TZVPD basis
Pd 0.752 -0.773 -1.581
Br -1.265 -5.655 -1.244
Br -0.341 -7.499 -3.869
Br 2.420 -2.940 -5.962
Br 1.459 -6.119 -6.257
S 0.774 0.075 1.639
O 1.464 -1.813 -3.363
O 0.507 -1.325 1.821
O 2.106 0.569 1.892
O -0.277 -2.846 -1.565
N 0.942 1.496 -1.707
N 0.266 0.439 0.155
N -2.876 2.937 5.380
N 0.608 2.796 0.264
C 0.151 2.044 3.459
C -0.210 -4.954 -2.632
C -0.703 2.711 4.322
C 0.176 -5.689 -3.721
C -1.608 0.506 2.907
C -2.021 2.287 4.477
C -2.465 1.174 3.763
C 0.613 1.631 -0.397
C 1.367 -3.787 -4.650
C 0.935 3.870 -0.440
C 0.146 -3.567 -2.491
C 0.965 -5.094 -4.751
C 1.251 2.587 -2.385
C 1.034 -2.983 -3.516
C 1.259 3.838 -1.789
C -0.300 0.943 2.752
H 1.515 2.450 -3.428
H -0.348 3.570 4.881
H -1.944 -0.363 2.356
H -2.638 3.903 5.545
H 0.937 4.810 0.104
H -3.854 2.836 5.160
H 1.171 2.372 3.318
H 1.517 4.731 -2.338
H -3.486 0.831 3.889
```



3.
Formula: C16H9F30N8O20S10Zn
Source: OMol25
Level of theory: the ωB97M-V functional and the def2-TZVPD basis

* gap between HOMO and LUMO: 7.52 eV
* spin multiplicity: 1
* net charge: -3
* LUMO: 3.7 eV
* HOMO energy: -3.816 eV
* F_max: 3.0 eV/Å
* E: -11315.14364 Ha

```
94
C16H9F30N8O20S10Zn the ωB97M-V functional and the def2-TZVPD basis
Zn 1.756 -1.158 1.496
S -3.031 -4.945 -2.450
S 1.123 1.619 0.427
S -0.383 -0.071 -0.855
S -3.257 2.588 -3.088
S 1.503 5.422 3.916
S -4.547 -6.787 -1.162
S 1.735 8.044 4.577
S 0.196 -3.535 2.888
S -5.252 4.109 -3.913
S 2.649 -4.228 2.047
F 0.957 -4.628 5.210
F 3.145 -4.579 -0.513
F 1.124 -5.201 0.069
F -1.234 -2.007 -2.447
F 1.809 6.922 7.010
F 0.205 5.377 1.578
F -5.724 5.035 -1.437
F 2.306 1.594 -2.073
F -0.733 -5.433 -3.687
F 2.196 4.451 1.561
F 3.620 1.880 -0.399
F 2.532 8.956 6.985
F 1.975 6.589 1.594
F -3.929 5.839 -2.347
F 1.540 -2.548 4.958
F 3.777 7.373 6.222
F 2.278 3.474 -1.040
F -6.961 -5.831 -0.657
F -0.852 -6.358 -1.744
F -5.855 6.539 -2.985
F -2.446 0.366 -4.311
F -5.679 -5.993 1.098
F -0.508 -2.694 -0.501
F -5.405 -4.388 -0.317
F -3.969 0.090 -2.803
F -4.571 0.825 -4.698
F 2.835 -6.406 0.578
F -1.940 -7.234 -3.398
F -0.535 -3.141 5.407
F 0.870 -2.084 -2.040
O -3.898 2.543 -1.810
O -5.782 4.704 -5.121
O -1.602 0.015 -0.138
O 2.868 8.176 3.705
O 0.623 4.353 4.302
O 2.568 -5.143 3.125
O -1.819 2.652 -3.023
O 1.902 1.647 1.638
O 0.913 9.218 4.701
O -3.438 -7.034 -0.289
O -6.104 3.063 -3.412
O -3.096 -4.016 -3.537
O -2.692 -4.396 -1.172
O -5.355 -7.938 -1.458
O 2.881 5.201 4.265
O -0.018 -4.906 2.586
O 0.036 2.515 0.411
O 3.961 -3.663 1.872
O -0.862 -2.633 2.570
O -0.141 0.721 -2.013
N -1.116 2.606 -5.884
N -4.288 -5.933 -2.530
N -3.712 3.772 -4.165
N 0.752 6.793 4.444
N 1.511 -2.970 2.111
N 0.881 -0.031 0.197
N 3.135 -1.755 -0.178
N 3.506 -0.333 2.580
C 4.653 -1.025 -2.130
C -0.352 1.834 -5.550
C 3.807 -1.422 -1.030
C -3.568 0.861 -3.817
C 0.573 -3.444 4.751
C 1.440 5.434 2.031
C 2.407 2.176 -0.884
C 2.385 -5.164 0.401
C 2.519 7.796 6.298
C 0.626 0.852 -5.104
C 5.306 -0.793 4.392
C -1.549 -6.086 -2.842
C -5.713 -5.666 -0.196
C -5.179 5.442 -2.569
C 4.282 -0.564 3.382
C -0.358 -1.833 -1.491
H 4.111 -0.760 -3.036
H 1.506 1.390 -4.745
H 5.063 -1.768 4.824
H 0.852 0.170 -5.918
H 6.286 -0.768 3.931
H 5.210 -0.162 -1.764
H 5.146 -0.098 5.214
H 5.346 -1.796 -2.461
H 0.267 0.329 -4.219
```



- Which formula does entry 3 have?
  C16H9F30N8O20S10Zn



- Number 2 is which compound?
  C16H9Br4N4O4PdS



- Which formula does entry 2 have?
  C16H9Br4N4O4PdS